Molecular formula: C5H7O4Sm
Method: DFT, wB97M-V/def2-TZVPD

Structure (XYZ):
```
17
Properties=species:S:1:pos:R:3:mulliken_charge:R:1
O 0.13 3.46 -1.49 -0.662
C 0.45 2.33 -1.94 0.679
O -0.36 1.36 -1.05 -0.280
O 1.16 1.89 -2.77 -0.382
Sm -1.37 3.50 -0.07 1.570
C -1.19 -0.79 -0.68 -0.050
C -0.11 0.06 -1.12 -0.428
H -2.21 -0.38 -0.69 0.235
H -1.05 -1.82 -1.00 0.281
O 1.09 -1.61 2.42 -0.525
C 0.89 -1.41 1.04 -0.388
C -0.43 -0.66 0.85 -0.584
H 1.98 -1.93 2.57 0.327
H 0.85 -2.37 0.50 0.269
H 1.72 -0.81 0.63 0.312
H -0.36 0.33 1.32 0.207
H -1.18 -1.15 1.49 0.419
```

Relative energy (zero: lowest compared OMol25 entry of this formula, charge and spin) = 14.28 kcal per mole
HOMO (alpha / beta) = -11.4 / -11.4 eV
<S²> = 12.008
Spin multiplicity = 7
Total charge = +1
E_LUMO (alpha / beta) = -5.41 / -5.31 eV

Molecular formula: C5H7O4Tb
Method: DFT, wB97M-V/def2-TZVPD

Structure (XYZ):
```
17
Properties=species:S:1:pos:R:3:mulliken_charge:R:1
H 1.48 -1.16 0.42 0.374
Tb 2.52 2.11 -0.23 1.590
O 2.66 0.42 0.99 -0.925
O 0.74 -0.27 2.09 -0.358
C -0.26 0.74 2.16 -0.269
C -0.64 0.93 0.70 -0.224
O 0.65 0.75 0.06 -0.659
C 1.47 -0.16 0.90 0.512
H -1.08 0.38 2.79 0.257
H 0.14 1.67 2.59 0.227
H -1.01 1.93 0.45 0.299
H -1.31 0.14 0.34 0.184
H -2.43 -2.42 1.12 0.358
O -5.05 -1.40 2.57 -0.021
C -2.74 -2.19 2.14 -0.691
C -3.98 -1.78 2.37 0.980
H -2.08 -2.35 3.00 0.365
```

HOMO (alpha / beta) = -15.6 / -14.5 eV
<S²> = 13.036
Spin multiplicity = 7
Total charge = +2
E_LUMO (alpha / beta) = -12.02 / -8.48 eV

Molecular formula: C5H7O4Zn
Method: DFT, wB97M-V/def2-TZVPD

Structure (XYZ):
```
17
Properties=species:S:1:pos:R:3:nbo_charge:R:1
O -0.08 -0.42 -0.71 -1.051
C -0.68 -1.59 -0.26 -0.079
C -2.16 -1.60 -0.61 -0.096
O -2.69 -0.33 -0.19 -0.628
C -4.05 -0.19 -0.25 0.125
C -4.70 0.78 0.38 -0.466
Zn -1.24 1.11 -0.67 0.898
H -0.56 -1.69 0.83 0.151
H -0.22 -2.49 -0.72 0.171
H -2.68 -2.41 -0.08 0.191
H -2.32 -1.71 -1.69 0.181
H -4.56 -0.94 -0.87 0.186
H -4.17 1.51 1.00 0.216
H -5.78 0.85 0.28 0.220
O 1.51 1.60 0.50 -0.556
C 1.96 0.51 0.48 1.058
O 2.67 -0.38 0.77 -0.521
```

Relative energy (zero: lowest compared OMol25 entry of this formula, charge and spin) = 0.00 kcal per mole
HOMO (alpha / beta) = -7.4 / -9.5 eV
<S²> = 0.752
Spin multiplicity = 2
Total charge = 0
E_LUMO (alpha / beta) = 0.48 / -0.75 eV

Molecular formula: C5H7O5Pd
Method: DFT, wB97M-V/def2-TZVPD

Structure (XYZ):
```
18
Properties=species:S:1:pos:R:3:nbo_charge:R:1
O -0.60 0.68 -1.97 -0.657
C -1.71 0.77 -1.47 1.049
O -2.66 1.44 -1.31 -0.513
O 2.37 -0.32 -1.07 -0.731
C 2.95 -0.45 0.12 0.038
C 2.14 -1.00 1.25 -0.175
O 0.81 -0.44 1.12 -0.553
C -0.27 -1.13 1.75 -0.103
C -1.55 -0.58 1.14 -0.092
O -1.42 -0.57 -0.26 -0.776
Pd 0.44 -0.31 -0.68 1.222
H 3.98 -0.11 0.28 0.159
H 2.56 -0.75 2.23 0.202
H 2.02 -2.10 1.19 0.172
H -0.24 -0.97 2.84 0.199
H -0.17 -2.21 1.54 0.188
H -1.73 0.45 1.51 0.181
H -2.40 -1.21 1.46 0.191
```

Relative energy (zero: lowest compared OMol25 entry of this formula, charge and spin) = 11.13 kcal per mole
HOMO (alpha / beta) = -6.4 / -9.7 eV
<S²> = 3.759
Spin multiplicity = 4
Total charge = 0
E_LUMO (alpha / beta) = 0.61 / -1.77 eV